81
Properties=species:S:1:pos:R:3:forces:R:3 method="wB97M-V/def2-TZVPD" homo_lumo_gap_ev=5.65 e_above_lowest_kj_mol=55.4 charge=-1 e_lumo_ev=1.33
Y 11.8136 12.9125 9.5887 0.49 -0.73 -0.16
O 11.7271 11.9669 7.2411 0.22 0.03 -0.78
C 12.7704 12.1927 6.2242 -0.94 -1.11 0.43
C 14.1088 11.9588 6.8906 0.54 1.68 -0.76
N 14.2111 12.6606 8.1697 0.89 -0.95 1.31
C 15.0737 11.7896 9.0626 -0.24 0.67 0.65
C 14.2487 10.7136 9.7866 -0.28 -0.59 -0.74
O 14.6752 9.5371 9.7811 -0.75 1.65 0.52
O 13.1457 11.1682 10.2993 0.97 -0.66 -0.30
C 14.8026 13.9969 8.1291 -0.24 0.76 0.18
C 14.5867 14.7654 9.4544 -2.15 -2.01 0.30
O 15.3780 15.6489 9.6879 0.11 0.77 0.66
O 13.5599 14.3121 10.1555 1.55 0.91 -0.50
H 10.8089 11.8551 6.8990 1.11 0.28 0.07
H 12.7001 13.1706 5.7484 -0.23 0.20 0.40
H 12.6912 11.4317 5.4359 -0.28 0.16 0.06
H 14.8657 12.4422 6.2215 -0.27 -0.74 0.07
H 14.3454 10.8974 6.9845 -0.26 0.12 0.18
H 15.5183 12.4149 9.9122 -0.34 -0.71 -1.44
H 15.8102 11.2583 8.4353 0.19 0.50 0.52
H 14.3621 14.6471 7.3665 -0.30 -0.35 -0.14
H 15.8846 14.0759 7.9848 0.12 -0.68 -0.28
O 10.5668 8.3298 10.0576 -0.02 -0.74 0.43
C 9.2712 8.1895 9.7650 0.69 1.97 -0.35
C 8.6233 6.9856 10.0359 -0.42 0.21 -0.06
C 7.2937 6.8951 9.7508 -1.01 1.00 -1.24
C 6.6033 7.9864 9.0897 -0.56 -3.54 1.58
C 7.2480 9.1144 8.8586 2.23 3.81 -1.01
C 8.6349 9.3365 9.2200 -1.76 -2.02 0.74
C 9.3022 10.6624 9.2670 -1.22 1.53 -1.71
O 10.4378 10.8266 9.8359 -0.11 -0.29 -0.18
N 8.6294 11.6496 8.6376 0.90 -2.07 0.45
N 9.3532 12.8017 8.6724 -2.48 3.36 -1.13
C 8.6223 13.8387 8.1753 2.93 -2.89 1.89
C 9.0427 15.1928 8.4234 -1.06 -0.06 0.03
C 7.9520 16.0773 8.6673 0.11 -0.18 -0.75
C 8.2088 17.3914 8.9418 1.74 0.33 0.49
C 9.5839 17.7748 9.1185 -1.54 1.22 0.11
C 10.6257 16.9262 8.8852 0.80 -0.38 0.31
C 10.4072 15.5601 8.5667 -1.01 0.69 -0.04
O 11.3828 14.7272 8.4444 0.02 0.08 -0.31
H 10.6862 9.3175 10.0021 1.03 0.19 0.22
H 9.1735 6.2104 10.5339 0.18 -0.29 0.03
H 6.7375 5.9900 9.9107 -0.07 -0.31 0.29
H 5.5374 7.8699 8.8952 0.30 0.06 -0.20
H 6.7468 9.9382 8.3209 0.25 -0.34 0.58
H 7.6563 13.6282 7.7335 -0.17 -0.12 0.15
H 6.9039 15.6987 8.6104 0.99 0.25 -0.11
H 7.4656 18.1571 9.0437 -0.45 0.02 0.24
H 9.7254 18.8143 9.4999 0.27 -0.89 -0.57
H 11.6761 17.1967 9.0271 -0.38 0.16 0.03
C 12.7180 9.4466 17.6180 0.18 -1.26 -1.01
O 12.4387 9.9452 16.3068 -0.26 0.42 -0.43
C 12.9231 9.3411 15.1910 0.15 -2.14 -2.03
C 13.5209 8.0388 15.1941 0.59 2.71 -0.07
C 14.3837 7.7251 14.1447 0.15 -0.99 -0.40
C 14.2649 8.3344 12.8917 0.95 -0.38 -0.50
C 13.3547 9.3651 12.6909 0.44 0.31 2.03
C 12.7597 9.9085 13.8690 0.05 -0.47 0.92
N 11.9230 11.0277 13.6631 -0.66 0.46 1.48
C 10.8453 11.4346 14.3233 0.93 -1.46 -0.07
C 9.8799 12.2730 13.7572 0.53 1.43 -0.59
C 8.7165 12.4298 14.4968 -0.53 0.34 0.37
C 7.7220 13.2667 14.1181 -1.84 0.01 0.93
C 7.8531 14.0768 12.9786 0.33 0.30 -0.15
C 9.0025 13.9911 12.2084 -0.58 0.61 -0.99
C 10.0255 13.0689 12.5393 1.88 -1.23 -1.10
O 11.0771 12.8897 11.7549 -1.61 0.61 1.61
H 12.7088 10.3191 18.2333 0.06 0.37 0.59
H 13.6939 8.9057 17.6674 -0.64 0.60 -0.03
H 11.9145 8.7450 17.9026 0.34 0.25 0.06
H 13.5300 7.4770 16.0936 0.20 -0.40 0.68
H 15.1807 6.9656 14.3372 -1.02 0.41 -0.43
H 14.9318 8.0336 12.0440 -0.81 0.30 0.87
H 13.2791 9.8639 11.7206 -0.43 -0.22 0.41
H 12.1555 11.5894 12.8775 -0.15 0.47 -1.56
H 10.6686 11.0196 15.3524 0.14 0.18 -1.34
H 8.5885 11.8944 15.4126 0.06 -0.48 0.43
H 6.7845 13.2476 14.7439 1.06 0.37 -0.87
H 7.0453 14.7995 12.7777 0.57 -0.45 -0.27
H 9.1233 14.5725 11.2463 -0.14 -0.61 1.29

20
Properties=species:S:1:pos:R:3:forces:R:3 method="wB97M-V/def2-TZVPD" homo_lumo_gap_ev=9.77 e_above_lowest_kj_mol=145.3 charge=+1 e_lumo_ev=-2.72
C -1.1555 -0.4299 -0.1118 0.75 0.12 0.43
C -1.8755 -0.4189 -1.2463 1.06 -0.84 -0.22
N -2.7530 -1.3984 -1.5482 -0.73 0.11 -0.25
N 0.1395 0.3015 0.1379 -1.56 -0.39 -1.31
H -1.3954 -0.9619 0.7966 -0.35 -0.44 -0.42
H -1.6926 0.2337 -2.0980 0.07 0.25 0.41
H -3.2747 -1.3570 -2.4088 0.02 0.02 0.22
H -2.7296 -2.2864 -1.0814 -0.08 0.07 0.16
H -0.1010 1.2906 0.1339 0.77 0.20 0.73
H 0.8745 0.1446 -0.5577 -0.32 0.05 -0.37
H 0.4719 -0.0670 1.0186 0.20 0.80 0.54
H 0.2354 1.1271 3.4188 0.51 0.36 -0.58
H 1.5156 0.8558 2.5589 -0.31 0.50 0.26
O 0.7157 1.4200 2.6163 -0.09 -0.81 0.49
H 2.9416 -0.9101 2.9360 -0.42 -0.01 0.44
H 3.5522 -0.8518 1.6235 0.08 0.21 -0.67
O 2.7230 -0.6132 2.0472 0.25 -0.24 0.24
H 0.0364 0.8488 -2.7933 -1.14 0.14 -0.97
H 1.4796 1.2852 -3.1027 0.29 0.35 -0.63
O 0.9132 0.8622 -2.4717 1.00 -0.46 1.49

186
Properties=species:S:1:pos:R:3:forces:R:3 method="wB97M-V/def2-TZVPD" homo_lumo_gap_ev=4.33 e_above_lowest_kj_mol=0.0 charge=+4 e_lumo_ev=-7.78
O -2.4179 0.2840 -2.4667 4.63 0.62 3.23
C -1.4818 0.4059 -1.5958 -2.45 -1.21 -4.16
O -0.1754 0.0641 -1.6909 -2.45 -0.33 -0.85
B 0.4388 0.2132 -0.3993 2.06 1.26 1.64
O -0.6251 0.8091 0.5061 0.20 -0.14 -1.37
C -1.7217 0.9708 -0.2376 -0.63 0.35 1.90
O -2.7747 1.4501 0.1189 0.83 -0.05 -0.22
O 1.6593 1.1122 -0.6030 0.02 -0.66 0.18
C 2.8277 0.4661 -0.3809 -1.49 0.49 -0.39
O 3.9082 0.9029 -0.6395 -0.08 -0.64 0.45
C 2.4412 -0.9508 0.1933 -1.84 1.70 -0.69
O 1.0692 -0.9480 0.2651 1.50 -1.22 -0.22
O 3.2185 -1.8156 0.4722 -0.42 -0.39 0.34
C 6.9154 -1.7847 -2.0763 0.17 -0.45 1.43
C 6.8692 -3.3173 -2.0011 -0.04 -0.91 -0.40
N 6.4977 -3.9689 -0.6773 0.64 -0.13 2.43
C 5.1951 -4.1848 -0.2154 1.01 -1.33 0.89
C 5.2692 -4.8719 1.0202 0.94 0.69 -1.77
N 6.6024 -5.0198 1.2911 2.89 1.78 -1.39
C 7.3755 -4.4255 0.3101 -3.35 -0.28 -0.71
C 7.2018 -5.5648 2.5270 -1.12 -1.00 0.43
H 7.3000 -1.3921 -3.0175 -0.20 -0.37 -0.08
H 7.6028 -1.4502 -1.2993 0.20 0.16 -0.06
H 5.9655 -1.3233 -1.8059 -0.18 -0.07 -0.31
H 7.7964 -3.8111 -2.2917 0.34 0.41 0.27
H 6.1935 -3.7707 -2.7263 -0.42 0.23 0.13
H 4.3811 -3.9643 -0.8900 -0.08 0.07 0.44
H 4.6420 -5.3853 1.7340 -0.67 0.45 -0.49
H 8.4535 -4.3618 0.2924 -0.11 -0.05 -0.02
H 8.2570 -5.3526 2.6994 -0.26 0.42 -0.42
H 7.0782 -6.6476 2.5469 0.22 -0.11 -0.42
H 6.5736 -5.2638 3.3654 0.30 0.52 0.04
C 1.3590 1.0547 3.4041 0.17 0.33 -0.69
C 0.6611 2.1812 4.2209 -0.35 -2.10 0.93
N -0.1174 3.1136 3.4480 0.04 5.15 -2.65
C -1.3200 2.8813 2.8030 0.65 0.42 0.69
C -1.7334 4.0489 2.1782 0.38 -1.11 0.47
N -0.7763 5.0182 2.3686 2.46 -3.06 1.32
C 0.2438 4.4673 3.1292 -2.22 -2.63 -0.22
C -0.8002 6.3679 1.8376 0.26 -0.08 1.09
H 0.6654 0.2690 3.1046 -0.29 0.17 0.22
H 2.1800 0.5367 3.8997 -0.09 0.35 0.56
H 1.7760 1.3916 2.4551 0.09 0.49 -0.03
H 1.2192 2.6647 5.0227 0.50 0.40 -0.70
H -0.0772 1.6485 4.8202 -0.34 -0.05 0.05
H -1.6948 1.8829 2.9736 -0.86 0.10 -0.28
H -2.6478 4.2788 1.6516 0.15 -0.19 0.03
H 1.1859 4.8925 3.4422 -0.23 0.31 -0.12
H -1.6574 6.4445 1.1686 0.08 0.36 0.32
H 0.1363 6.6158 1.3379 -0.14 -0.08 -0.03
H -0.8604 6.9046 2.7844 -0.41 1.15 -0.71
C -7.7803 6.4085 3.8661 -0.12 -0.62 -0.05
C -8.4334 4.9958 3.8255 0.73 1.10 -0.11
N -7.4247 3.9212 3.8975 0.82 0.45 -2.05
C -6.6650 3.5415 4.9572 0.62 -2.40 -0.77
C -5.8445 2.4704 4.4890 -1.46 1.18 0.63
N -6.1156 2.2779 3.1379 -1.69 4.19 1.85
C -6.9804 3.3098 2.7861 0.47 -2.09 0.91
C -5.5481 1.3559 2.2118 1.35 -0.28 0.09
H -7.3113 6.6645 4.8161 -0.37 -0.05 0.12
H -8.5353 7.1407 3.5799 0.03 0.05 0.31
H -6.9830 6.4831 3.1265 -0.03 -0.18 -0.20
H -8.9169 4.9083 2.8525 -0.13 -0.27 0.19
H -9.1726 4.8350 4.6102 0.12 0.03 -0.04
H -6.9285 3.9698 5.9130 0.55 -0.38 0.18
H -5.1512 1.8459 5.0328 0.18 -0.27 -0.06
H -7.1750 3.6099 1.7671 -0.44 -0.28 0.18
H -5.8993 0.3404 2.3946 -0.42 0.11 -0.41
H -4.4811 1.2994 2.4272 0.12 0.03 -0.17
H -5.6951 1.8241 1.2385 -0.08 -0.75 -0.21
C 2.7066 3.9821 -0.1398 0.64 -0.97 -0.12
C 1.9637 5.0374 -0.9588 -0.09 0.30 1.86
N 0.9206 4.4551 -1.8269 -1.96 0.12 -1.51
C 1.1541 3.5469 -2.8464 -1.55 -0.53 -0.27
C -0.0656 3.2626 -3.4933 1.26 1.00 1.97
N -1.0069 3.9922 -2.7991 1.82 1.46 1.19
C -0.4306 4.7862 -1.8548 2.35 -2.27 -0.77
C -2.4033 3.9507 -2.9662 -2.04 1.00 0.16
H 2.1586 3.2993 0.5095 -1.05 0.31 -0.23
H 3.4752 4.3408 0.5448 0.08 0.84 -0.52
H 3.2489 3.3101 -0.8050 0.25 0.24 -0.14
H 2.6653 5.7120 -1.4496 0.00 -0.53 -0.75
H 1.4164 5.7040 -0.2923 -0.20 0.02 0.08
H 2.1098 3.0540 -2.9470 0.14 0.42 -0.22
H -0.3930 2.6787 -4.3408 0.42 -0.11 0.19
H -0.9582 5.4570 -1.1930 0.20 -0.05 -0.15
H -2.9038 3.2521 -2.2957 0.27 -0.98 -0.66
H -2.6508 3.9389 -4.0277 -0.23 -0.51 0.24
H -2.8423 4.8603 -2.5562 0.27 0.52 -0.36
C 6.4624 -0.9745 1.8558 0.13 0.13 1.91
C 5.5941 -0.3350 3.0094 -0.17 -0.47 -1.31
N 5.0929 -1.3857 3.9419 0.72 -1.33 2.31
C 4.0431 -2.3000 3.7414 0.98 -1.26 2.43
C 3.9868 -3.1639 4.8690 2.17 2.92 -0.81
N 5.0215 -2.7072 5.7726 -0.14 1.14 -2.94
C 5.7069 -1.6776 5.1632 -3.03 -1.08 -1.35
C 5.3506 -3.3268 7.0611 -0.49 -0.17 -0.05
H 7.4602 -1.1493 2.2582 0.16 0.03 0.10
H 6.6127 -0.3301 0.9896 -0.62 -0.16 -0.01
H 6.0571 -1.9730 1.6921 -0.22 0.19 -0.76
H 4.7068 0.1350 2.5853 -0.01 -0.04 -0.02
H 6.1170 0.4442 3.5641 0.05 -0.30 0.14
H 3.4668 -2.3793 2.8315 0.10 0.36 -0.03
H 3.3880 -4.0375 5.0803 -0.04 0.26 0.10
H 6.5410 -1.1076 5.5451 -0.07 -0.17 0.20
H 6.3039 -2.9367 7.4178 -0.10 -0.29 -0.06
H 5.3298 -4.4035 6.8928 0.51 0.05 0.19
H 4.5620 -3.1278 7.7869 0.08 0.29 -0.05
C -1.6137 -1.7109 -6.6018 0.56 -0.20 0.39
C -1.4644 -1.6337 -5.0868 -2.58 0.77 -0.47
N -0.1386 -1.8297 -4.6178 2.59 0.59 1.65
C 0.3313 -2.6934 -3.6319 0.59 -0.36 -0.89
C 1.6489 -2.3956 -3.3951 -1.19 0.66 -0.88
N 1.9524 -1.2654 -4.1770 -1.50 -1.48 -0.02
C 0.8452 -0.9374 -4.8699 0.10 -1.02 0.47
C 3.2395 -0.6211 -4.2327 0.52 0.53 -0.30
H -2.5986 -1.3780 -6.9292 -0.03 -0.28 0.17
H -1.4122 -2.7382 -6.9053 -0.08 0.18 -0.43
H -0.8989 -1.0168 -7.0439 0.09 -0.20 -0.32
H -2.1751 -2.2807 -4.5727 0.44 -0.44 0.05
H -1.7940 -0.6426 -4.7749 0.22 0.14 0.21
H -0.2373 -3.5536 -3.3107 -0.39 0.18 0.27
H 2.3583 -2.9598 -2.8079 0.06 0.42 -0.09
H 0.6851 -0.1002 -5.5331 0.46 -0.03 0.06
H 4.0722 -1.3245 -4.2388 -0.32 -0.32 0.32
H 3.3070 0.0426 -3.3707 0.38 0.28 -0.33
H 3.3378 -0.1320 -5.2018 -0.11 0.51 0.33
C 0.7192 -3.9243 1.9171 0.75 0.08 0.89
C 1.6666 -5.0872 1.5254 -1.00 0.40 0.16
N 0.9126 -6.1696 0.9196 -0.53 -1.54 -2.96
C 1.0504 -7.5216 1.1522 -0.30 -0.04 0.81
C 0.3296 -8.2129 0.2224 0.96 -0.28 1.49
N -0.2038 -7.3297 -0.6476 1.46 2.72 2.03
C 0.2473 -6.0690 -0.2713 -1.08 -1.53 0.85
C -1.0173 -7.6492 -1.7703 0.14 -0.22 -1.90
H 0.0686 -4.1687 2.7567 -0.22 -0.68 -0.26
H 0.0991 -3.4741 1.1419 0.32 -0.23 -0.23
H 1.3147 -3.1432 2.3897 0.23 0.31 -0.46
H 2.1375 -5.5256 2.4052 -0.01 0.16 0.09
H 2.4490 -4.8443 0.8063 -0.02 0.53 0.15
H 1.5611 -7.8839 2.0321 -0.06 -0.03 -0.14
H 0.2293 -9.2880 0.2466 -0.39 0.14 -0.51
H 0.0254 -5.1257 -0.7483 -0.46 -0.17 -0.24
H -1.4636 -6.7208 -2.1265 -0.34 -0.14 -0.10
H -1.7358 -8.4576 -1.6350 -0.14 0.44 0.77
H -0.3137 -8.0709 -2.4882 -0.14 0.23 -0.52
C -8.2592 4.0356 -5.6221 1.11 0.64 0.15
C -7.2291 4.3820 -4.4763 -0.46 -0.10 -2.16
N -6.4438 3.1695 -4.1813 -0.42 -1.16 1.59
C -5.3389 2.6676 -4.8913 -1.22 -0.17 0.64
C -4.9697 1.5092 -4.2605 0.52 1.21 1.38
N -5.7167 1.4012 -3.0893 -1.08 0.90 -1.83
C -6.7134 2.3488 -3.1465 2.49 -0.86 -0.36
C -5.4954 0.4082 -2.0240 -0.96 0.52 -0.07
H -8.6487 4.9482 -6.0731 -0.28 0.02 0.38
H -9.0561 3.3923 -5.2489 0.00 0.21 0.07
H -7.7810 3.5310 -6.4617 0.21 -0.18 0.17
H -7.7827 4.8676 -3.6727 0.31 -0.87 0.64
H -6.4386 5.0933 -4.7159 -0.38 0.26 -0.64
H -4.9850 3.1687 -5.7801 -0.03 -0.16 0.08
H -4.0751 0.9097 -4.3427 -0.21 -0.07 -0.31
H -7.5364 2.3852 -2.4480 0.07 0.31 -0.11
H -6.5121 0.0903 -1.7930 0.33 -0.60 0.38
H -5.0525 0.9256 -1.1730 0.13 -0.23 -0.05
H -4.8466 -0.3968 -2.3691 -0.27 0.16 0.03
C -3.0001 -3.0052 -0.3146 -0.15 0.94 0.24
C -3.0024 -4.3133 -1.0744 -4.49 -0.72 1.43
O -3.9778 -5.0822 -0.8666 1.17 0.54 0.21
O -2.1389 -4.4712 -1.9195 3.83 -0.42 -2.30
H -2.3037 -3.0618 0.5220 0.06 0.20 0.11
H -3.9779 -2.6918 0.0511 -0.04 -0.54 0.29
H -2.7193 -2.2016 -0.9953 0.56 0.11 -0.11
C 4.9037 2.5511 -3.5517 -0.13 -1.54 0.36
C 5.3334 3.9477 -3.1722 -0.58 2.34 -2.22
O 5.4512 4.7528 -4.1309 0.03 -0.96 -0.06
O 5.3788 4.2665 -1.9881 -0.15 -0.50 2.50
H 5.5185 2.1210 -4.3423 -0.07 0.09 -0.11
H 3.8597 2.5241 -3.8638 -0.18 0.40 -0.59
H 4.8806 1.8831 -2.6908 0.48 -0.12 0.25
C -2.0890 -0.9728 3.2798 -0.47 0.47 1.05
C -3.2491 -0.4498 4.2699 -0.06 -0.95 -1.09
O -4.2891 -1.0868 4.4004 -0.41 -1.07 -0.71
O -3.0400 0.6390 4.8143 1.31 2.46 0.30
H -1.8698 -2.0264 3.4528 -0.16 -0.04 -0.14
H -1.2020 -0.3819 3.5083 0.14 -0.08 0.08
H -2.3113 -0.7921 2.2281 -0.35 -0.18 -0.04